(1)
ORCA calculation (wB97M-V/def2-TZVPD) on a molecular structure, C40H59B2Cl4CsF9LiN2NaO17P2 in a non-equilibrium geometry.

Structure (ORCA input):
```
! RIJCOSX wB97M-V def2-TZVPD def2/J DEFGRID3
* xyz -1 1
C 3.75168 0.67078 5.17814
C 2.27503 1.16066 5.41017
C 1.93980 2.52573 4.65957
C 2.33319 2.33772 3.14159
C 1.32204 2.96797 2.10612
C 2.02156 3.48441 0.78391
C 1.61227 2.72197 -0.53750
B 1.72304 1.08846 -0.49734
P 3.47572 0.75991 0.32542
P 5.06288 1.33746 -1.06493
O 6.22869 0.39360 -0.87536
O 4.58456 1.34613 -2.65159
O 5.60932 2.86259 -0.64216
O 0.54379 0.37711 0.04139
C -0.21343 -0.24684 -1.01431
C -1.39682 -1.20341 -0.61987
C -1.38562 -2.64749 -1.27208
C -2.66261 -2.77174 -2.18110
C -2.93545 -4.26546 -2.60175
C -4.30409 -4.24635 -3.46972
N -5.29363 -5.11697 -2.78160
C -1.00651 0.95213 -1.72947
C -1.83829 1.84595 -0.78564
C -2.50416 2.99976 -1.42551
C -3.35802 3.91573 -0.71250
C -3.60748 3.71176 0.71313
C -4.58399 4.71551 1.41210
C -2.95099 2.60743 1.37026
C -2.08403 1.67588 0.62871
C 0.99015 -0.71206 -1.93287
C 0.42440 -0.96636 -3.42242
C 0.77765 0.15901 -4.44414
O 1.88504 0.42151 -4.81114
Cl -0.60309 1.12688 -5.16671
C 2.03624 -1.79637 -1.61365
Cl 3.33344 -1.98530 -2.87966
C 2.20733 -2.60719 -0.55919
C 3.38628 -3.62955 -0.42989
Cl 1.08882 -2.51485 0.81217
O 1.78819 0.48684 -1.87471
H 3.84653 -0.32752 5.69878
H 4.52729 1.36223 5.59906
H 4.00956 0.47135 4.10790
H 1.60230 0.35322 5.00418
H 2.14979 1.26861 6.52656
H 2.66563 3.27468 5.09317
H 0.88002 2.82721 4.83373
H 3.38868 2.67590 2.97293
H 2.34575 1.23017 2.93206
H 0.50429 2.23013 1.92214
H 0.84016 3.85921 2.60831
H 3.13510 3.56647 0.93869
H 1.67926 4.55684 0.65007
H 0.59401 3.06610 -0.84509
H 2.33336 3.06993 -1.34359
H 3.74925 -0.63117 0.52730
H 5.26713 0.85569 -3.15033
H 5.32486 3.48974 -1.33312
H -1.33602 -1.35273 0.49764
H -2.41925 -0.77412 -0.79250
H -1.54290 -3.39755 -0.44666
H -0.43535 -2.96303 -1.79693
H -3.55675 -2.45296 -1.56297
H -2.63205 -2.08468 -3.06607
H -3.07216 -4.88124 -1.67466
H -2.04354 -4.62352 -3.19758
H -4.06258 -4.60010 -4.52276
H -4.71080 -3.20239 -3.45540
H -6.07679 -5.34412 -3.39571
H -5.65633 -4.54753 -2.01220
H -1.74715 0.44082 -2.41452
H -0.38235 1.59126 -2.39356
H -2.36056 3.15612 -2.52129
H -3.83972 4.76164 -1.26378
H -5.37128 4.94271 0.63420
H -5.13839 4.25922 2.26785
H -4.11074 5.69962 1.65342
H -3.16106 2.47532 2.45989
H -1.59860 0.81542 1.14862
H 0.83661 -1.92523 -3.84929
H -0.68680 -1.13234 -3.40667
H 4.30402 -3.02223 -0.17464
H 3.19113 -4.28746 0.45264
H 3.58383 -4.17256 -1.37916
Na -2.43044 -4.93245 -5.48454
B -0.89472 7.02453 -4.55060
O -0.21790 7.64224 -5.71929
C -0.20543 8.96152 -5.52325
O 0.27572 9.75645 -6.28452
C -0.86165 9.27566 -4.22814
O -1.00603 10.37000 -3.75526
O -1.26635 8.14432 -3.64999
O -2.07153 6.26423 -4.96124
C -1.89366 4.97798 -4.56043
O -2.66852 4.09094 -4.73918
C -0.58294 4.86757 -3.87225
O -0.10608 3.89068 -3.39647
O 0.00841 6.08869 -3.86761
C 1.93032 -7.36534 2.19131
C 0.92876 -6.53921 3.01847
C 1.45749 -5.23303 3.60461
F 2.48412 -5.43023 4.47186
F 0.48379 -4.60555 4.30375
F 0.39749 -7.33172 3.99515
F -0.09488 -6.22966 2.19105
O 2.58745 -8.44959 2.87043
C 3.72640 -8.15678 3.60190
C 3.52687 -8.42234 5.09463
F 2.51031 -7.69904 5.60228
F 4.63684 -8.08320 5.80784
F 4.13399 -6.90786 3.35562
F 4.70313 -8.97531 3.14145
H 1.34275 -7.85643 1.41439
H 2.63780 -6.73860 1.64671
H 1.79389 -4.55673 2.81668
H 3.30928 -9.47567 5.27759
Cs 3.51859 -9.89994 7.38082
Li 1.25282 8.05098 -3.81836
C 7.01072 1.80159 2.52330
O 6.53889 0.60508 3.13222
H 6.54617 2.65278 3.02010
H 8.09836 1.86791 2.63242
H 6.74457 1.80933 1.46594
H 6.96149 -0.13010 2.67552
Cl -3.11199 1.81297 -5.52523
C -7.22441 2.06067 1.59286
O -6.27365 2.21671 2.33107
N -7.26061 1.19726 0.55205
C -8.42639 1.05855 -0.29386
C -6.08550 0.38395 0.27644
H -8.16048 2.63310 1.71757
H -8.78464 0.02653 -0.24636
H -8.15391 1.30127 -1.32364
H -9.22312 1.72778 0.03131
H -5.85894 -0.22951 1.15116
H -5.23188 1.03693 0.07923
H -6.26235 -0.25756 -0.58581
F 0.32123 -4.61249 -1.69831
*
```

Output
electronic energy: -179871.985 eV
LUMO level: -1.53 eV
frontier orbital gap: 0.044 hartree

***

(2)
ORCA calculation (wB97M-V/def2-TZVPD) on a molecular structure, C19H43IrOP3SSe in a non-equilibrium geometry.

Structure (ORCA input):
```
! RIJCOSX wB97M-V def2-TZVPD def2/J DEFGRID3
* xyz 3 5
Ir -0.50066 -0.41244 0.80142
P -1.61402 -0.83315 2.76900
P 0.85087 -2.20871 0.35759
P -2.13450 -0.89973 -0.71645
H 0.79234 1.73452 -0.29405
C -0.24494 1.39736 -0.37957
C -1.14625 1.67100 0.69308
H -0.78645 2.28391 1.52351
C -0.93487 -0.26738 4.37148
C -1.89564 -2.61460 3.07960
C -3.28625 -0.07343 2.75866
C 1.91619 -1.96892 -1.11522
C 2.08817 -2.70111 1.61758
C -0.03725 -3.77955 0.03104
C -3.37672 0.39833 -1.09649
C -3.17494 -2.33813 -0.27341
C -1.41806 -1.26794 -2.36560
H -0.61017 1.35871 -1.41824
H -2.21438 1.81454 0.48415
H -0.73950 0.81489 4.37471
H -0.00526 -0.80925 4.60882
H -1.68831 -0.49529 5.14503
H -0.92999 -3.11123 3.26203
H -2.40737 -3.10115 2.23728
H -2.52426 -2.69333 3.98034
H -3.18899 1.02049 2.71088
H -3.78383 -0.35588 3.70008
H -3.89969 -0.41604 1.91132
H 2.50379 -2.88721 -1.28818
H 2.59894 -1.13150 -0.91776
H 1.33207 -1.74702 -2.02081
H 2.57155 -3.62949 1.26926
H 1.59730 -2.88857 2.58352
H 2.85631 -1.92193 1.73786
H 0.71408 -4.56464 -0.13957
H -0.68160 -3.71312 -0.85542
H -0.64345 -4.05303 0.90626
H -4.09708 0.04160 -1.84922
H -2.89355 1.29969 -1.48790
H -3.93850 0.67609 -0.19638
H -3.83632 -2.58699 -1.11448
H -3.80089 -2.11878 0.59983
H -2.56527 -3.21626 -0.04234
H -2.22663 -1.40079 -3.09963
H -0.81330 -2.18177 -2.35510
H -0.77618 -0.44272 -2.69938
C 2.33789 2.12635 -4.55958
C 1.65946 3.01392 -3.70357
C 1.34528 4.31161 -4.11536
C 1.72977 4.75930 -5.38958
C 2.42874 3.89093 -6.25008
C 2.73160 2.58976 -5.83760
Se 2.69482 0.35419 -4.01160
H 2.10210 0.55718 -2.63087
H 1.37345 2.67995 -2.70706
H 0.79627 4.98190 -3.43745
H 1.48590 5.78091 -5.70789
H 2.72946 4.24542 -7.24140
H 3.27355 1.92405 -6.50845
C 3.08567 0.38481 3.61467
S 1.83206 0.69037 2.34451
C 1.26196 2.31045 2.86190
O 2.53976 0.87225 1.03671
H 3.90064 1.09807 3.43561
H 2.64691 0.52697 4.62290
H 3.47365 -0.63824 3.54118
H 1.96194 2.67154 3.62598
H 1.35823 2.92840 1.96116
H 0.24437 2.25985 3.26673
*
```

Output
electronic energy: -129306.831 eV
LUMO level (alpha / beta): -7.47 / -11.61 eV
frontier orbital gap (alpha / beta): 0.268 / 0.192 hartree

***

(3)
ORCA calculation (wB97M-V/def2-TZVPD) on a single C8H4Br2N2O2 molecule in a non-equilibrium geometry.

Structure (ORCA input):
```
! RIJCOSX wB97M-V def2-TZVPD def2/J DEFGRID3
* xyz 0 1
C 0.35937 -1.77553 -0.82928
C -1.77281 -1.29766 0.62868
C -1.08768 1.00964 0.91826
C 0.99581 0.59262 -1.39792
C 0.37176 0.53999 1.14628
C 0.58710 -0.79342 -1.68014
C 1.36896 1.01054 0.03456
C -2.11706 -0.06461 0.58403
N -0.06804 -2.63446 -0.08138
N -1.20865 -2.37825 0.63381
O -1.31145 2.16809 1.05804
O 0.92761 1.43394 -2.24041
Br 3.20545 0.21210 0.46908
Br -3.78423 0.67599 -0.14852
H 0.80244 0.92300 2.16688
H 0.55741 -0.54864 1.32928
H 0.58030 -1.21133 -2.64890
H 1.59372 2.13800 0.05766
*
```

Output
electronic energy: -155515.439 eV
LUMO level: -1.37 eV
ΔE to the lowest compared entry with this formula, charge and spin: 67.00 kcal/mol
frontier orbital gap: 0.313 hartree